No. 1
17
Properties=species:S:1:pos:R:3:forces:R:3 method="wB97M-V/def2-TZVPD" homo_lumo_gap_ha=0.361 lumo_energy_ev=0.625 charge=0
H -2.566544 1.087868 0.296002 -0.5 -1.0 0.4
O 1.496105 -0.572018 -1.392129 -0.3 -1.3 0.8
C -0.230167 0.187019 0.091134 -1.1 -1.2 0.9
H 2.264552 1.279360 0.438429 0.0 0.2 0.4
H 3.186902 -0.114114 0.444126 1.9 -1.2 -0.6
H 1.800924 0.235217 -1.768276 0.3 1.2 -0.2
H -0.817577 -1.651257 -0.979721 0.1 0.1 -0.3
N -3.085010 0.175703 0.359981 0.1 2.3 -0.7
H 1.017565 -1.496924 0.303034 0.1 0.6 0.1
H -0.564549 0.197137 1.124324 0.4 0.8 0.6
H 2.238689 0.195365 1.886665 -0.3 0.0 -1.1
C -1.221901 -0.782801 -0.476865 -2.3 -0.6 -1.7
C 2.269482 0.234727 0.763832 -1.7 1.5 1.1
Cl -0.387653 1.815014 -0.632635 0.2 0.0 0.1
N -2.532212 -0.758203 -0.480366 2.8 -0.4 1.0
C 1.147212 -0.435265 0.000135 0.5 -0.8 -0.9
H -4.015820 0.403171 0.022329 -0.1 -0.4 0.2

No. 2
16
Properties=species:S:1:pos:R:3:forces:R:3 method="wB97M-V/def2-TZVPD" homo_lumo_gap_ha="0.273 / 0.287" lumo_energy_ev="-5.099 / -5.062" charge=+1
H 3.025487 2.052317 -1.194155 -0.2 -0.9 -1.0
H -2.213859 -2.349618 2.345125 1.5 0.1 -1.4
Cl 0.972407 -2.308605 1.309648 1.8 -0.5 0.2
O 2.516421 1.303212 -1.598611 0.1 0.3 1.6
H 0.863483 2.086223 -0.733547 0.1 -1.4 0.5
N 0.551782 0.025742 -1.258696 4.5 0.9 2.6
H -2.361245 -2.720690 0.732679 -1.2 0.2 -1.6
C -0.784282 0.032038 -0.770502 -2.6 -2.6 0.7
C -0.536837 -1.825284 1.025839 -1.2 1.7 -1.0
H 0.527192 0.368187 -2.232320 0.0 -0.9 -0.1
H -1.452328 -3.838424 1.756547 0.8 2.0 -0.8
H -1.159683 0.892762 -0.155666 1.4 -0.5 -0.2
C -1.577663 -2.719664 1.421994 -1.6 -2.2 3.5
C 1.460151 1.120048 -0.647042 -0.2 3.1 -2.0
H 1.232705 -0.865483 -1.126128 -2.7 1.7 -0.9
H 1.838044 1.079496 0.376242 -0.5 -1.2 0.0

No. 3
15
Properties=species:S:1:pos:R:3:forces:R:3 method="wB97M-V/def2-TZVPD" homo_lumo_gap_ha=0.368 smiles=C[C@H](Cl)[C@@H](C)S lumo_energy_ev=0.809 charge=0
H 1.714295 0.957646 0.317552 0.2 0.2 -0.2
H 0.347555 2.069758 0.171848 0.1 -0.1 -0.1
S -2.066049 0.360789 0.642143 0.3 0.5 0.8
H -1.369306 0.985440 1.645166 -0.3 -0.4 -0.5
H -0.768015 -2.087828 1.355994 0.7 0.2 0.1
C 0.027366 -1.448547 0.925567 0.0 -0.5 0.2
H 0.562550 -0.925063 1.722331 -0.1 0.1 -0.1
H -1.246534 -1.345011 -0.691828 0.6 1.1 0.2
C 1.004964 1.396031 -0.389193 -0.9 -0.2 0.3
C -0.684638 -0.575517 -0.073473 -1.5 -0.7 -0.6
Cl -0.802502 0.884175 -2.378355 0.2 -0.1 0.3
H 1.477304 1.988641 -1.179759 0.1 -0.4 0.3
H 0.740247 -2.077169 0.372332 -0.1 0.0 0.3
H 0.879670 -0.430068 -1.452772 0.3 -0.4 -0.3
C 0.183093 0.246721 -0.987553 0.5 0.7 -0.6

No. 4
14
Properties=species:S:1:pos:R:3:forces:R:3 method="wB97M-V/def2-TZVPD" homo_lumo_gap_ha=0.423 smiles=CC(C)CF lumo_energy_ev=1.003 charge=0
C 0.706014 0.819661 -0.859802 -2.6 2.0 1.2
H 1.726753 -0.491870 1.053548 -3.7 0.1 1.5
H -1.336616 -0.272561 -1.530864 1.0 -1.0 2.0
H 0.480509 0.826910 1.985171 1.2 -2.3 -0.9
H 1.300892 0.063961 -1.346315 -0.3 -0.3 -0.8
H -0.417334 1.213032 -1.218583 4.5 -0.1 -1.4
C 0.510731 -0.201466 1.370215 4.6 1.1 7.6
H 1.412426 1.635508 -0.596885 -0.8 -0.2 0.2
F -0.226761 -1.054532 2.285970 1.4 0.2 -1.3
H -1.048824 1.024924 0.171698 1.8 -1.8 2.7
C -0.870309 -0.778483 -0.572562 -2.1 -1.9 -3.3
H -1.655940 -1.249221 -0.107827 -2.4 -0.7 1.5
C -0.179660 0.140044 0.291736 -3.9 5.3 -8.5
H -0.401883 -1.675906 -0.925501 1.4 -0.3 -0.4

No. 5
19
Properties=species:S:1:pos:R:3:forces:R:3 method="wB97M-V/def2-TZVPD" homo_lumo_gap_ha=0.362 smiles=C[C@@H](N)[C@@](N)(O)C(F)(F)F lumo_energy_ev=0.862 charge=0
F -2.130934 0.158881 -1.807047 0.0 -0.1 0.4
F -2.079531 -1.144074 -0.097698 -1.2 -0.8 1.3
H 1.802739 0.335881 -1.628594 -0.1 -0.3 1.6
F -0.517569 -1.264175 -1.510826 0.1 -0.8 -1.0
H 1.610308 -1.774564 1.367754 2.2 -1.0 0.5
H 0.524773 -0.678711 2.305686 0.5 -1.0 -1.3
H 0.022362 -1.748271 0.955460 -1.3 -0.8 -0.3
N -1.209029 1.165280 0.912906 0.5 -2.2 0.4
O -0.157523 1.628895 -1.107027 0.0 -0.6 0.8
C -0.426864 0.613335 -0.147846 0.4 -1.2 -0.7
C 1.015522 -0.004316 0.305547 -1.8 2.5 -0.8
C 0.806345 -1.137049 1.292243 -1.1 2.9 1.2
H -0.926118 0.760755 1.818550 -0.4 1.3 -0.5
N 1.957393 -0.208444 -0.743135 0.6 -3.1 -2.9
H -1.234558 2.122622 0.716747 0.0 1.7 1.1
H -1.052039 1.881505 -1.346730 -0.1 0.5 -0.7
C -1.331652 -0.427608 -0.866560 1.6 1.1 -1.1
H 1.949963 -1.230532 -1.099999 -0.1 2.1 0.9
H 1.376411 0.950589 0.680568 0.1 -0.1 1.3

No. 6
15
Properties=species:S:1:pos:R:3:forces:R:3 method="wB97M-V/def2-TZVPD" homo_lumo_gap_ha="0.278 / 0.369" lumo_energy_ev="-5.127 / -3.950" charge=+1
H -3.639079 0.141830 -1.024784 1.3 -1.8 1.1
F -1.769080 1.053602 0.775258 0.1 2.4 0.6
H 0.693483 0.722716 -1.286145 2.3 0.1 1.3
H 0.068532 -1.498724 -0.036802 0.4 0.4 -1.1
H 0.560017 -1.386678 1.676704 0.0 -0.5 1.3
H -2.858664 -1.641421 -0.790016 0.0 -0.1 -0.1
C -1.994375 -0.049987 0.208988 2.5 -1.7 1.5
C 1.716352 0.815414 -0.677707 -5.0 1.2 -1.2
H 2.393768 0.021655 1.027144 1.9 -0.8 1.1
H 2.475971 0.523004 -1.283719 2.3 -1.6 -1.3
N 1.504347 0.127044 0.633466 -0.8 1.8 -2.1
C -2.863283 -0.601212 -0.517248 -3.5 1.2 -3.0
H 1.846394 1.876911 -0.500542 0.1 0.1 0.3
C 0.715376 -1.066729 0.693336 -0.6 -0.1 0.4
H 1.150242 0.962578 1.102071 -0.9 -0.6 1.1

No. 7
17
Properties=species:S:1:pos:R:3:forces:R:3 method="wB97M-V/def2-TZVPD" homo_lumo_gap_ha=0.357 smiles="CN1C=[NH+]N(C)[C@@H]1F" lumo_energy_ev=-3.681 charge=+1
H 2.575057 1.258934 -0.289080 -0.4 -1.6 0.4
H -2.255991 0.637075 -1.322405 -0.4 -0.3 1.3
H -2.712427 1.494186 0.168386 0.6 1.0 0.8
H -3.232135 -0.093006 0.111440 -0.3 0.0 -0.8
H 0.261185 1.146662 1.585991 0.5 0.5 1.3
N 0.988929 -0.171255 0.092254 2.7 2.9 -1.0
C -2.400931 0.548923 -0.192834 -0.5 -1.7 -2.3
H -1.375950 -2.159631 -0.086808 -0.6 0.3 0.2
N -0.830767 -1.323935 0.062727 1.3 -0.2 -1.3
H 2.736567 0.012704 1.088788 0.4 0.5 -1.3
F 0.007103 1.975325 -0.197256 0.7 -0.6 0.0
H 1.166762 -2.154325 -0.246557 -0.5 -0.5 -0.5
C 0.473977 -1.334188 -0.156487 -1.7 0.1 1.1
H 3.073247 -0.460896 -0.625577 -0.9 0.1 0.1
C 0.179029 0.892251 0.572626 -5.2 -3.4 -2.0
C 2.419212 0.165868 0.009276 1.3 0.7 1.7
N -1.291422 -0.072176 0.465989 3.2 2.2 2.1

No. 8
15
Properties=species:S:1:pos:R:3:forces:R:3 method="wB97M-V/def2-TZVPD" homo_lumo_gap_ha=0.369 smiles=CC(C)(S)CF lumo_energy_ev=0.834 charge=0
H 0.296147 1.625457 -1.178237 0.4 -0.7 0.4
F 1.008431 -1.877089 -1.042398 -0.5 0.0 -0.2
C -1.266906 0.490276 0.700548 -1.6 0.2 0.2
H 1.813206 0.685124 -0.694693 -0.7 0.7 0.1
H -0.371753 -0.770298 -1.828280 -0.8 1.3 -2.6
C -0.217936 -1.173209 -0.906040 1.5 -1.3 3.1
C 0.816289 1.069880 -0.358587 1.1 -0.2 -1.6
H -0.976274 0.990897 1.614790 -0.3 0.3 0.4
H 0.925280 1.771107 0.430112 0.5 0.7 0.7
C 0.032768 -0.086550 0.175376 -1.7 -0.4 -1.1
H -1.748408 1.274579 0.058952 0.6 -0.8 0.2
H 1.921691 -1.060208 1.070832 1.7 -0.6 -0.8
H -0.995807 -1.914994 -0.644604 0.4 0.5 0.1
S 0.814015 -0.762655 1.630892 -1.2 -0.1 1.3
H -2.050743 -0.262319 0.971337 0.7 0.5 -0.3

No. 9
15
Properties=species:S:1:pos:R:3:forces:R:3 method="wB97M-V/def2-TZVPD" homo_lumo_gap_ha=0.318 smiles="C=C[Si](=C)C.F" lumo_energy_ev=0.142 charge=0
H -2.808744 -0.691953 0.387077 -2.6 3.2 1.1
H -2.679246 -2.500888 0.200345 -0.2 0.7 0.3
H -1.688201 1.359688 1.309833 -1.2 -0.7 2.1
H 2.265224 -0.420672 -1.399402 -1.6 0.7 1.0
H 2.247446 1.204192 -0.710758 0.1 1.1 0.1
H -0.555729 -2.398734 -0.409932 0.2 1.5 0.4
C -2.242425 -1.490418 0.230313 0.6 -3.8 -0.8
C 1.647468 0.331686 -0.787607 -0.8 -1.5 -0.3
H -0.400920 2.508972 0.861577 0.3 0.7 0.6
H 3.528059 -0.387958 0.191362 2.2 0.5 -0.4
C -1.113337 1.777577 0.570991 4.5 -2.9 -0.3
H -1.681663 2.090989 -0.182983 -2.4 1.5 -3.1
Si -0.022797 0.266661 -0.205065 0.5 -0.3 0.1
F 4.495136 -0.253157 0.059982 -2.3 -0.4 0.4
C -0.990267 -1.395992 -0.115729 2.7 -0.3 -1.1

No. 10
14
Properties=species:S:1:pos:R:3:forces:R:3 method="wB97M-V/def2-TZVPD" homo_lumo_gap_ha=0.370 smiles=CC(C)(C)I lumo_energy_ev=0.660 charge=0
H -0.019140 -0.493593 2.011366 0.7 1.2 -1.0
H -1.985649 0.412875 0.373278 1.7 0.7 -0.5
H 0.989335 -1.924895 -0.704118 -0.7 1.3 0.0
C 0.222889 0.246999 -0.150120 0.7 -3.2 2.2
C 0.138415 -1.184827 -0.813757 0.8 0.1 1.2
C 0.686667 0.135179 1.358671 0.3 -1.9 -0.8
H -0.052758 -0.970596 -1.829589 0.0 -0.2 -1.4
I 1.734008 1.322670 -1.216470 0.0 0.3 -0.1
H -1.429821 0.638809 -1.248690 -0.9 -0.1 -2.2
H 1.676250 -0.366917 1.415456 -0.6 -0.1 -0.3
C -1.137806 0.844695 -0.277960 -0.5 1.0 1.4
H -1.005207 1.929311 -0.220028 -0.7 -0.1 0.5
H 0.937834 1.087527 1.746681 -0.5 1.1 0.7
H -0.755017 -1.677235 -0.444719 -0.2 -0.1 0.3

No. 11
17
Properties=species:S:1:pos:R:3:forces:R:3 method="wB97M-V/def2-TZVPD" homo_lumo_gap_ha="0.245 / 0.245" lumo_energy_ev="-4.425 / -4.424" charge=+1
C -2.823148 -0.935892 0.690786 0.1 0.2 -1.7
H 1.300030 0.960029 -2.087839 -0.6 -0.1 0.5
I -1.608427 2.275826 1.410560 0.3 -0.2 0.1
H -0.069194 3.113636 -2.583164 -0.4 -1.9 1.0
H -1.534732 2.151225 -1.923996 1.3 0.2 0.3
H -0.264136 2.922712 -0.841781 -0.7 0.3 -0.3
H -2.167300 -1.633626 1.195054 -0.1 0.1 0.0
C -0.648706 0.546743 0.709992 0.2 -2.4 0.9
N 0.258478 0.471743 -0.370518 0.3 1.9 -0.7
H -3.635193 -0.163779 2.264107 0.1 0.6 3.5
I -2.922121 -1.028982 -1.454969 0.0 -0.1 1.4
H -4.447482 0.314312 0.791225 1.3 -1.3 1.4
N -3.796548 -0.339319 1.345757 -0.7 0.8 -5.1
H 1.093476 -0.073763 -0.188956 -0.3 -0.6 0.1
C -0.434667 2.364058 -1.777802 -0.1 1.5 -0.6
H -0.224465 -0.139756 1.525786 -0.7 1.6 -1.0
C 0.407528 1.186217 -1.477336 0.1 -0.7 0.0

No. 12
16
Properties=species:S:1:pos:R:3:forces:R:3 method="wB97M-V/def2-TZVPD" homo_lumo_gap_ha="0.278 / 0.267" lumo_energy_ev="-5.198 / -5.392" charge=+1
H -1.024107 1.728525 0.087202 -2.6 2.2 1.0
H 0.638085 1.825335 -0.351424 1.3 1.5 -0.2
I -1.624375 1.142010 3.087927 0.4 -1.2 -2.0
C -1.366191 -0.426045 0.728844 -0.8 0.4 1.7
H -0.445571 1.111398 -1.587532 -0.7 2.0 0.0
N 0.082661 -0.973071 -1.227271 0.4 2.2 0.0
H -0.658357 -0.859160 -1.899061 -1.2 -1.1 0.0
H 1.993806 -0.034485 0.105596 0.0 -0.1 0.7
C -0.117638 -0.032081 -0.033740 1.9 -0.7 2.1
H 1.287635 0.401411 1.684993 -0.2 0.2 0.2
O -2.239439 -1.167015 0.538118 0.6 0.2 -0.2
H 1.368001 -1.309316 1.181607 -0.4 0.1 0.0
H 0.315958 -1.840706 -0.820769 -0.4 -2.1 -0.2
C 1.209971 -0.277593 0.853676 -0.7 0.3 -2.1
C -0.297052 1.403390 -0.537919 1.8 -4.1 -1.6
H 0.876614 -0.692595 -1.810247 0.5 0.2 0.5

No. 13
14
Properties=species:S:1:pos:R:3:forces:R:3 method="wB97M-V/def2-TZVPD" homo_lumo_gap_ha=0.370 smiles="C=CCNC" lumo_energy_ev=1.180 charge=0
N -0.942672 -0.535147 -0.228961 0.1 0.9 0.0
H 0.462867 -0.270175 1.207362 0.6 -0.1 -0.1
C 1.324913 0.455434 -0.712326 -1.3 -0.2 1.1
C 2.492059 -0.160057 -0.706854 0.4 0.6 -0.4
C -2.090016 -0.361058 0.652070 -1.1 -0.4 0.2
H -1.181560 -0.221821 -1.167941 0.1 -0.1 0.2
H -2.664872 -1.279704 0.814530 0.3 -0.2 -0.2
H 3.272693 0.155448 -1.391397 0.0 -0.1 -0.1
H -1.801887 -0.046205 1.652444 0.3 0.1 0.0
H 1.018781 1.289489 -1.336835 0.7 -0.2 -0.6
C 0.189436 0.247929 0.286310 0.7 -0.3 0.1
H 2.769924 -0.912865 0.016353 -0.2 -0.1 0.1
H -0.008860 1.284668 0.616758 -0.7 -0.1 -0.1
H -2.840812 0.354064 0.298482 0.2 0.2 -0.1

No. 14
14
Properties=species:S:1:pos:R:3:forces:R:3 method="wB97M-V/def2-TZVPD" homo_lumo_gap_ha=0.397 smiles=NCC1CC1 lumo_energy_ev=1.179 charge=0
C -0.997684 -0.536227 0.211913 -1.1 -0.1 2.2
H -0.097815 0.031633 -1.462215 1.2 0.3 -0.2
H 2.057225 -1.304083 0.610011 -0.9 1.7 -1.2
H -3.002948 0.010207 0.289809 0.6 -0.3 -0.8
H -0.968842 -0.455317 1.325417 0.3 0.4 -0.5
H 1.242639 1.112007 1.238165 -0.5 0.0 -0.4
H -2.119697 1.266141 -0.049285 0.5 -1.6 -0.7
H 2.363312 -0.586057 -1.060494 -0.1 0.1 0.1
H -1.168294 -1.616496 0.134104 -0.2 0.2 -0.8
N -2.202749 0.241081 -0.336651 0.3 0.8 1.8
H 1.649241 1.573787 -0.461178 0.5 1.7 -0.9
C 1.227032 0.871688 0.172068 0.3 -1.4 1.0
C 0.271467 -0.106322 -0.442262 0.0 0.1 -0.3
C 1.747110 -0.502037 -0.169403 -0.7 -1.8 0.7

No. 15
14
Properties=species:S:1:pos:R:3:forces:R:3 method="wB97M-V/def2-TZVPD" homo_lumo_gap_ha=0.384 smiles=CCN1CC1 lumo_energy_ev=1.310 charge=0
H -1.192940 1.537871 0.611722 -1.6 1.0 1.9
H 2.733402 -0.303020 0.164016 -0.2 0.1 0.0
C -1.827165 -0.256562 -0.408093 -0.2 -0.3 -0.4
H 1.618233 0.638984 1.168483 0.0 -0.1 -0.2
C -1.289910 0.484413 0.744937 1.4 0.1 -0.7
C 0.657698 -0.481762 -0.443233 0.2 -0.4 -0.1
H 0.908417 -0.817681 -1.452165 0.1 -0.1 0.0
H 0.460821 -1.367087 0.181927 0.1 -0.1 -0.1
N -0.525639 0.328045 -0.536778 0.4 -0.4 -0.1
H -0.953789 -0.099375 1.614555 -0.1 0.6 -0.3
H -1.826582 -1.340420 -0.318229 -0.2 0.0 0.2
H -2.628586 0.156959 -1.010732 0.1 -0.1 -0.1
C 1.827518 0.313685 0.141763 0.0 0.0 0.0
H 2.038525 1.205954 -0.458167 -0.1 -0.2 0.1

No. 16
14
Properties=species:S:1:pos:R:3:forces:R:3 method="wB97M-V/def2-TZVPD" homo_lumo_gap_ha=0.380 smiles=CC[C@@H]1CN1 lumo_energy_ev=1.147 charge=0
H 1.157952 1.034131 -1.286799 -0.1 -0.6 1.0
C 1.322668 0.700166 -0.224837 -0.9 1.0 -0.4
H 0.200961 -0.318185 1.531666 1.4 -0.3 -1.6
H -1.162462 1.311110 -0.141557 -1.4 -2.2 0.1
H -0.272876 -0.225163 -1.383013 -1.7 -2.7 1.4
H 2.511981 -0.804057 0.726055 -1.6 0.7 -2.2
C -1.605073 0.247047 0.122095 -3.4 1.2 -1.1
H 1.667669 1.532228 0.350156 0.4 0.1 0.8
N 1.783204 -0.615709 -0.068285 4.7 -2.9 1.8
H -1.820455 0.348851 1.177590 0.6 -0.6 0.7
H -2.664043 -0.023310 -0.239437 1.3 1.3 -0.1
C -0.679040 -0.812734 -0.383694 1.7 1.2 -3.2
C 0.505808 -0.450564 0.416281 -1.0 1.7 2.0
H -0.946290 -1.923812 -0.596215 0.2 2.1 0.8

Ordered relative energy (zero: lowest compared OMol25 entry of this formula, charge and spin) results: 159.8, 837.6, 12.2, 459.0, 57.9, 627.8, 233.9, 67.7, 318.7, 50.3, 254.5, 202.8, 117.9, 143.2, 176.1, 295.9; unit kJ/mol.